The following is a quantum chemistry calculation of a cluster of 11 separate species, C69H165N11O16 in total at a distorted geometry, from OMol25.

## Properties
Kohn-Sham gap	8.61	eV
molecular weight	1405.1	g mol⁻¹
net charge	0
2S+1	1

Last column: Löwdin charge in e.
Cartesian coordinates (Å):
1 C -22.60536 12.85825 2.95244  -0.047
2 C -21.76058 12.11964 1.86962  -0.444
3 C -20.33631 12.68767 1.72971  -0.016
4 C -21.75671 10.64656 2.36340  -0.117
5 C -21.31615 9.70014 1.22781  -0.199
6 C -22.23165 9.86801 0.11431  -0.180
7 C -22.41473 11.26936 -0.45523  -0.470
8 C -21.21268 11.60596 -1.38211  -0.020
9 C -23.72676 11.25177 -1.25541  -0.032
10 N -22.60651 12.26757 0.64667  -0.111
11 O -22.77159 13.60384 0.24658  -0.018
12 H -22.11715 12.89764 3.92619  0.079
13 H -22.74844 13.90930 2.70162  0.058
14 H -23.62701 12.51462 3.11447  0.084
15 H -20.10132 13.48700 2.43254  0.065
16 H -19.63967 11.92774 2.08370  0.053
17 H -19.98576 13.01539 0.75103  0.061
18 H -21.13753 10.50626 3.24942  0.118
19 H -22.76521 10.38444 2.68328  0.116
20 H -20.30163 9.93536 0.90605  0.086
21 H -21.30036 8.66783 1.57736  0.122
22 H -23.17551 9.42990 0.43881  0.126
23 H -21.80934 9.16569 -0.60437  0.129
24 H -21.04913 10.81109 -2.10979  0.085
25 H -20.23348 11.64980 -0.90529  0.044
26 H -21.22583 12.56500 -1.89995  0.085
27 H -23.53282 10.57925 -2.09098  0.090
28 H -23.92066 12.25544 -1.63376  0.073
29 H -24.58206 11.02745 -0.61803  0.087
30 H -23.71960 13.70966 0.13851  0.104
31 C -15.53316 18.54968 3.26733  -0.021
32 C -14.66717 19.82088 3.30049  -0.476
33 C -15.38930 20.86748 4.13290  -0.056
34 C -13.32532 19.56371 4.11179  -0.119
35 C -12.38405 18.68951 3.27757  -0.183
36 C -12.16827 19.34377 1.91181  -0.143
37 C -13.41662 19.69539 1.08127  -0.497
38 C -12.87575 20.68366 0.04061  -0.045
39 C -13.93643 18.41857 0.37879  -0.010
40 N -14.32625 20.41541 1.97923  -0.105
41 O -15.40616 20.90851 1.27965  -0.019
42 H -14.93110 17.66534 3.05859  0.059
43 H -15.98870 18.38987 4.24461  0.084
44 H -16.31236 18.64109 2.51063  0.082
45 H -14.86562 21.81802 4.23449  0.088
46 H -16.36316 21.04231 3.67559  0.080
47 H -15.57995 20.44219 5.11824  0.084
48 H -12.81424 20.47256 4.42944  0.116
49 H -13.49017 19.08153 5.07534  0.116
50 H -11.45712 18.47337 3.80877  0.103
51 H -12.73990 17.66440 3.17457  0.091
52 H -11.58130 18.67632 1.28087  0.096
53 H -11.52511 20.22277 1.95451  0.116
54 H -13.72435 21.04439 -0.54065  0.074
55 H -12.11426 20.31018 -0.64404  0.088
56 H -12.55480 21.65223 0.42397  0.086
57 H -13.21132 17.99064 -0.31345  0.082
58 H -14.87685 18.73016 -0.07576  0.067
59 H -14.28488 17.64398 1.06194  0.060
60 H -15.41252 21.86782 1.24379  0.111
61 C -10.68325 16.45474 -2.91308  -0.056
62 C -9.37744 15.83317 -3.29077  -0.485
63 C -8.65374 15.51565 -1.98606  -0.036
64 C -9.71621 14.51798 -4.02660  -0.119
65 C -10.28043 14.70067 -5.45379  -0.197
66 C -9.25204 15.42876 -6.26690  -0.146
67 C -8.83756 16.84939 -5.66390  -0.454
68 C -7.54848 17.19156 -6.37660  -0.052
69 C -9.95749 17.86323 -5.89509  -0.030
70 N -8.57025 16.76801 -4.17058  -0.117
71 O -8.11392 17.91717 -3.54775  -0.006
72 H -10.59963 17.47569 -2.54057  0.091
73 H -11.41754 16.55544 -3.71231  0.069
74 H -11.22139 15.92550 -2.12668  0.069
75 H -9.12776 14.70166 -1.43758  0.069
76 H -7.65992 15.11373 -2.18323  0.087
77 H -8.51724 16.38931 -1.34874  0.077
78 H -8.83777 13.87458 -4.07645  0.125
79 H -10.53561 14.01600 -3.51210  0.087
80 H -10.42281 13.70245 -5.86779  0.110
81 H -11.19130 15.28328 -5.59155  0.106
82 H -9.67052 15.56877 -7.26357  0.115
83 H -8.40929 14.79252 -6.53723  0.111
84 H -6.99365 18.04487 -5.98657  0.077
85 H -7.79930 17.50489 -7.39002  0.088
86 H -6.82489 16.37703 -6.40895  0.082
87 H -10.80754 17.70176 -5.23218  0.060
88 H -10.41250 17.79635 -6.88333  0.085
89 H -9.64487 18.87180 -5.62464  0.087
90 H -7.18129 17.73807 -3.40731  0.104
91 C -21.04182 16.58393 3.67878  -0.120
92 O -21.74721 17.15084 2.64786  -0.175
93 C -21.33441 16.75476 1.37669  -0.192
94 C -22.00752 17.58030 0.23397  -0.381
95 C -21.90263 16.93599 -1.14618  -0.062
96 N -21.29115 18.83984 0.09985  0.033
97 H -21.31836 17.00807 4.64405  0.096
98 H -19.97400 16.65777 3.47280  0.081
99 H -21.30078 15.52520 3.66795  0.067
100 H -20.25157 16.86922 1.32713  0.108
101 H -21.47221 15.67986 1.25969  0.104
102 H -23.02930 17.91400 0.41486  0.139
103 H -22.22810 17.58964 -1.95546  0.079
104 H -22.57857 16.08377 -1.21637  0.058
105 H -20.94463 16.50324 -1.43436  0.061
106 H -21.49186 19.31089 0.97043  0.069
107 H -20.34103 18.53585 0.25784  0.024
108 C -17.26092 14.66740 2.23610  -0.063
109 O -16.09539 14.72848 1.39874  -0.216
110 C -15.16872 13.62757 1.44713  -0.158
111 C -13.73450 14.06151 1.09042  -0.413
112 C -13.56440 14.60759 -0.29365  -0.037
113 N -12.88993 12.91155 1.16916  0.050
114 H -16.99865 14.84967 3.27826  0.089
115 H -17.64731 13.65626 2.10806  0.066
116 H -18.04410 15.38673 1.99676  0.076
117 H -15.16234 13.10987 2.40632  0.118
118 H -15.45731 12.78253 0.82204  0.105
119 H -13.45584 14.74286 1.89429  0.131
120 H -13.65077 13.85787 -1.08013  0.076
121 H -12.60146 15.11028 -0.38405  0.064
122 H -14.25010 15.43144 -0.49154  0.068
123 H -13.19940 12.23640 0.48469  0.050
124 H -11.99517 13.25450 0.84997  0.053
125 C -11.46823 7.46469 6.41826  -0.113
126 O -11.81655 8.01349 5.17992  -0.179
127 C -12.24103 9.34407 5.17524  -0.193
128 C -12.40769 9.85008 3.71997  -0.406
129 C -11.11480 9.91689 2.90452  -0.049
130 N -12.94192 11.18590 3.64085  0.041
131 H -10.64939 6.74569 6.39273  0.081
132 H -12.22973 6.75740 6.74683  0.069
133 H -11.20277 8.16377 7.21130  0.092
134 H -13.16032 9.48800 5.74295  0.110
135 H -11.43361 9.87209 5.68257  0.122
136 H -13.07084 9.16915 3.18642  0.122
137 H -11.32040 10.18349 1.86782  0.059
138 H -10.61274 8.95535 3.01165  0.071
139 H -10.35893 10.60438 3.28415  0.075
140 H -12.84724 11.47136 2.67667  0.008
141 H -12.28251 11.86967 3.98395  0.016
142 C -9.77365 16.03042 1.51229  -0.091
143 O -10.41183 14.76523 1.64574  -0.210
144 C -9.77899 13.88187 2.57560  -0.205
145 C -10.34565 14.01436 3.99421  -0.157
146 N -11.75903 13.60789 4.04713  -0.091
147 C -12.58115 14.26514 5.04152  -0.182
148 C -12.33536 13.76438 6.45422  -0.238
149 O -12.74315 14.66283 7.43620  -0.202
150 C -12.96876 14.17057 8.79094  -0.062
151 H -10.35865 16.63471 0.81896  0.080
152 H -8.71789 16.03129 1.24127  0.085
153 H -9.77341 16.53237 2.47983  0.077
154 H -8.69493 13.97850 2.51578  0.123
155 H -9.86058 12.88863 2.13413  0.086
156 H -10.14916 15.06906 4.18679  0.111
157 H -9.87674 13.31467 4.68604  0.118
158 H -12.16585 13.73326 3.13123  0.059
159 H -13.61217 14.17754 4.69882  0.122
160 H -12.29971 15.31536 4.96461  0.109
161 H -11.28685 13.49010 6.57041  0.119
162 H -12.94776 12.86966 6.56626  0.117
163 H -13.69109 13.35429 8.79667  0.080
164 H -13.18665 15.01403 9.44608  0.088
165 H -12.02713 13.68413 9.04546  0.078
166 C -17.54448 10.26225 1.00891  -0.063
167 O -16.37691 10.03443 0.18739  -0.220
168 C -15.17381 9.59366 0.80308  -0.206
169 C -14.03111 9.63113 -0.20721  -0.156
170 N -13.82100 10.83467 -1.07140  -0.059
171 C -12.76277 10.53910 -2.00533  -0.181
172 C -12.46619 11.81164 -2.90117  -0.200
173 O -13.62603 12.02438 -3.72868  -0.202
174 C -13.44305 13.14985 -4.66749  -0.065
175 H -18.31729 10.69290 0.37219  0.066
176 H -17.28169 10.91366 1.84241  0.064
177 H -17.85784 9.31685 1.45175  0.094
178 H -15.29083 8.63895 1.31584  0.125
179 H -14.96969 10.28783 1.61829  0.092
180 H -14.34552 8.90484 -0.95671  0.112
181 H -13.05478 9.34553 0.18431  0.115
182 H -14.68825 11.04763 -1.54323  0.071
183 H -12.96325 9.69761 -2.66851  0.123
184 H -11.83328 10.42303 -1.44795  0.099
185 H -11.59379 11.59108 -3.51629  0.109
186 H -12.23751 12.71826 -2.34094  0.091
187 H -12.89581 13.99099 -4.24190  0.065
188 H -14.36806 13.55341 -5.07932  0.083
189 H -12.89379 12.80200 -5.54237  0.077
190 C -18.03650 11.66565 5.18474  -0.086
191 O -17.66744 10.27323 5.33169  -0.200
192 C -16.32902 9.94830 4.92540  -0.202
193 C -16.07188 8.48159 5.32598  -0.186
194 N -15.77144 8.23782 6.74788  -0.060
195 C -15.26455 6.92005 7.04183  -0.231
196 C -14.86828 6.87598 8.46430  -0.231
197 O -14.55097 5.51868 8.79631  -0.173
198 C -14.05564 5.35438 10.06802  -0.147
199 H -17.33729 12.41686 5.55199  0.080
200 H -19.00580 11.92554 5.61019  0.085
201 H -18.04320 11.82526 4.10651  0.054
202 H -15.59181 10.58042 5.42043  0.109
203 H -16.23102 10.13001 3.85513  0.093
204 H -15.11354 8.23490 4.86900  0.097
205 H -16.79192 7.83932 4.81889  0.117
206 H -16.38459 8.71694 7.39177  0.115
207 H -14.40956 6.81377 6.37415  0.106
208 H -15.96214 6.10107 6.86653  0.128
209 H -15.76611 7.20003 8.99060  0.124
210 H -14.10409 7.61966 8.69027  0.125
211 H -13.26163 6.06344 10.30225  0.086
212 H -13.76801 4.31965 10.25435  0.090
213 H -14.84464 5.52271 10.80101  0.083
214 C -9.48621 11.70660 -0.38068  -0.105
215 O -9.35498 10.35361 -0.71260  -0.175
216 C -8.54711 10.12872 -1.78941  -0.269
217 C -8.28485 8.64883 -1.96761  -0.194
218 N -7.24928 8.13555 -1.05097  -0.056
219 C -6.94036 6.69890 -1.05147  -0.191
220 C -7.88348 5.93154 -0.15825  -0.199
221 O -7.88798 6.36300 1.22575  -0.175
222 C -8.77142 5.66561 1.99231  -0.171
223 H -8.66026 12.12942 0.19128  0.093
224 H -10.36750 11.77311 0.25728  0.065
225 H -9.56812 12.35860 -1.25033  0.077
226 H -7.57373 10.60503 -1.67223  0.126
227 H -8.97466 10.61517 -2.66615  0.117
228 H -8.03203 8.45977 -3.01089  0.117
229 H -9.23115 8.11302 -1.89337  0.109
230 H -7.40093 8.39320 -0.08623  0.103
231 H -5.92376 6.68172 -0.65861  0.116
232 H -7.00420 6.29832 -2.06318  0.122
233 H -7.72997 4.85241 -0.16281  0.121
234 H -8.89210 6.12135 -0.52536  0.113
235 H -8.51949 4.61241 2.11639  0.079
236 H -9.73404 5.53049 1.49915  0.084
237 H -8.93778 5.94357 3.03306  0.090
238 C -17.10679 10.17357 -3.05766  -0.054
239 O -18.14392 11.17198 -2.91051  -0.189
240 C -17.79263 12.50226 -2.91524  -0.221
241 C -17.32980 12.92230 -1.53402  -0.202
242 N -16.90289 14.32142 -1.51729  -0.032
243 C -18.08018 15.14095 -1.36667  -0.213
244 C -17.55322 16.54565 -1.07868  -0.189
245 O -18.59616 17.56593 -0.98788  -0.205
246 C -18.01335 18.86307 -0.90861  -0.102
247 H -16.39279 10.43438 -2.27646  0.044
248 H -16.56752 10.04921 -3.99672  0.088
249 H -17.54936 9.21283 -2.79459  0.093
250 H -18.66033 13.14821 -3.04920  0.119
251 H -16.96807 12.64793 -3.61308  0.126
252 H -16.53859 12.28864 -1.13332  0.094
253 H -18.15830 12.88849 -0.82654  0.088
254 H -16.41145 14.51731 -0.65694  0.057
255 H -18.66521 14.74088 -0.53856  0.103
256 H -18.71720 15.29405 -2.23781  0.125
257 H -16.89365 16.73400 -1.92579  0.121
258 H -16.82546 16.63554 -0.27221  0.104
259 H -17.50533 19.14525 -1.83077  0.091
260 H -17.22336 18.89821 -0.15842  0.059
261 H -18.77624 19.56547 -0.57284  0.080